*i*
The following is a DFT calculation (the ωB97M-V functional and the def2-TZVPD basis) of one molecule with the formula C24H31NO5.

Computed properties:
molar mass	413.514	g mol⁻¹
HOMO	-8.03	eV
SMILES string	CCOC(=O)C1(Cc2cccc(OC)c2)CCN(Cc2ccc(OC)c(O)c2)CC1

ORCA input file:
```
! RIJCOSX wB97M-V def2-TZVPD def2/J DEFGRID3
* xyz 0 1
C -0.548 4.427 2.171
C -1.338 3.472 1.290
O -0.727 2.185 1.212
C -1.026 1.302 2.165
O -1.748 1.550 3.099
C -0.353 -0.051 1.954
C 0.836 -0.118 2.946
C 1.774 1.048 2.823
C 1.625 2.157 3.650
C 2.478 3.235 3.526
C 3.493 3.237 2.583
C 3.658 2.130 1.759
O 4.623 2.004 0.802
C 5.537 3.058 0.628
C 2.797 1.041 1.892
C 0.109 -0.264 0.512
C -1.073 -0.402 -0.443
N -1.927 -1.500 -0.031
C -2.951 -1.781 -1.021
C -2.348 -2.341 -2.281
C -1.369 -3.318 -2.202
C -0.805 -3.857 -3.348
C -1.225 -3.426 -4.594
O -0.752 -3.880 -5.809
C 0.242 -4.872 -5.799
C -2.217 -2.437 -4.684
O -2.640 -2.000 -5.900
C -2.764 -1.903 -3.531
C -2.480 -1.232 1.281
C -1.359 -1.153 2.312
H -0.566 4.083 3.201
H -0.990 5.418 2.120
H 0.486 4.477 1.837
H -2.356 3.357 1.679
H -1.372 3.830 0.258
H 1.373 -1.051 2.766
H 0.426 -0.143 3.958
H 0.839 2.169 4.391
H 2.359 4.094 4.171
H 4.143 4.094 2.508
H 6.207 2.738 -0.169
H 6.119 3.242 1.537
H 5.034 3.982 0.326
H 2.960 0.189 1.251
H 0.740 0.564 0.189
H 0.689 -1.187 0.471
H -0.704 -0.617 -1.449
H -1.636 0.548 -0.482
H -3.628 -2.529 -0.594
H -3.551 -0.884 -1.260
H -1.038 -3.651 -1.231
H -0.043 -4.614 -3.256
H 0.462 -5.080 -6.846
H -0.111 -5.788 -5.314
H 1.151 -4.523 -5.300
H -2.147 -2.485 -6.575
H -3.523 -1.142 -3.631
H -3.157 -2.048 1.547
H -3.060 -0.290 1.296
H -1.787 -0.951 3.295
H -0.838 -2.111 2.341
*
```

These are the Mulliken partial charges, in e, on atoms 1 to 4: number 1, C, carries -1.0960; number 2, C, carries -0.3502; number 3, O, carries -0.1249; number 4, C, carries -0.3396

---

*ii*
The following is a DFT calculation (the ωB97M-V functional and the def2-TZVPD basis) of one molecule with the formula C24H31NO5.

Computed properties:
molar mass	413.514	g mol⁻¹
HOMO	-7.79	eV
SMILES string	COc1cc2c(cc1OC)[C@@H](COc1ccccc1OC)N(C(=O)C(C)(C)C)CC2

ORCA input file:
```
! RIJCOSX wB97M-V def2-TZVPD def2/J DEFGRID3
* xyz 0 1
C -3.319 -4.931 -0.261
O -2.430 -4.354 -1.181
C -1.619 -3.346 -0.750
C -1.603 -2.826 0.530
C -0.742 -1.788 0.881
C 0.129 -1.273 -0.061
C 0.123 -1.795 -1.354
C -0.741 -2.809 -1.717
O -0.824 -3.359 -2.961
C -0.040 -2.798 -3.983
C 1.091 -0.155 0.252
C 0.808 1.074 -0.634
O -0.581 1.363 -0.604
C -1.113 2.213 -1.535
C -2.046 3.121 -1.049
C -2.708 4.001 -1.884
C -2.428 3.989 -3.235
C -1.509 3.086 -3.743
C -0.852 2.182 -2.919
O 0.031 1.242 -3.391
C 0.348 1.240 -4.761
N 1.090 0.209 1.662
C 2.290 0.528 2.206
O 3.288 0.523 1.501
C 2.419 0.900 3.697
C 1.794 2.276 3.958
C 1.851 -0.181 4.626
C 3.922 1.011 3.993
C -0.234 0.208 2.237
C -0.761 -1.225 2.273
H -3.849 -5.707 -0.812
H -4.042 -4.200 0.117
H -2.789 -5.386 0.583
H -2.270 -3.213 1.285
H 0.809 -1.384 -2.076
H -0.252 -1.731 -4.108
H -0.315 -3.332 -4.892
H 1.030 -2.936 -3.794
H 2.116 -0.474 0.022
H 1.144 0.871 -1.651
H 1.372 1.933 -0.244
H -2.241 3.115 0.013
H -3.427 4.695 -1.477
H -2.924 4.674 -3.906
H -1.320 3.084 -4.805
H -0.527 1.008 -5.377
H 0.775 2.196 -5.078
H 1.095 0.456 -4.889
H 0.731 2.310 3.739
H 2.287 3.025 3.341
H 1.935 2.547 5.003
H 2.270 -0.051 5.623
H 0.771 -0.143 4.722
H 2.134 -1.168 4.269
H 4.391 1.717 3.313
H 4.405 0.047 3.857
H 4.079 1.346 5.016
H -0.237 0.645 3.230
H -0.879 0.805 1.585
H -1.776 -1.242 2.675
H -0.129 -1.833 2.927
*
```

These are the Mulliken partial charges, in e, on atoms 1 to 4: number 1, C, carries -0.9389; number 2, O, carries -0.4707; number 3, C, carries 1.1696; number 4, C, carries -0.7141

---

Stability, lowest: *ii*

---

*i*
The following is a DFT calculation (the ωB97M-V functional and the def2-TZVPD basis) of C4H11NOS2 as an isolated structure.

Computed properties:
molar mass	153.272	g mol⁻¹
HOMO	-8.77	eV

ORCA input file:
```
! RIJCOSX wB97M-V def2-TZVPD def2/J DEFGRID3
* xyz 0 1
C -2.798 -0.026 -0.192
C -0.107 0.329 0.730
C 0.854 0.199 -0.473
C 2.128 -0.424 -0.016
H -2.617 -0.849 -0.923
H -3.348 -0.412 0.727
H -3.542 0.699 -0.716
H 0.361 1.027 1.455
H -0.270 -0.754 1.040
H 0.917 1.266 -0.929
H 0.604 -0.472 -2.517
H 0.222 -1.528 -1.275
H 2.806 -0.875 -0.769
H 1.813 -1.294 0.672
H 3.691 -0.401 2.151
N 0.169 -0.574 -1.564
O -2.215 2.038 1.376
S -1.582 1.274 0.194
S 2.914 0.777 1.030
*
```

These are the Mulliken partial charges, in e, on atoms 1 to 4: number 1, C, carries -0.8392; number 2, C, carries -0.8118; number 3, C, carries -0.2389; number 4, C, carries -0.5884

---

*ii*
The following is a DFT calculation (the ωB97M-V functional and the def2-TZVPD basis) of one molecule with the formula C4H11NOS2.

Computed properties:
molar mass	153.272	g mol⁻¹
HOMO	-8.94	eV
SMILES string	CN[C@@H](CO)CSS

ORCA input file:
```
! RIJCOSX wB97M-V def2-TZVPD def2/J DEFGRID3
* xyz 0 1
C -0.533 2.086 2.476
N 0.326 2.215 1.282
C 0.789 0.981 0.617
C 0.813 -0.225 1.539
O 1.718 -1.241 1.074
C -0.275 0.765 -0.488
S 0.187 -0.534 -1.707
S -1.302 -1.889 -1.561
H -0.024 1.880 3.415
H -1.190 1.233 2.309
H -1.192 2.954 2.502
H 1.099 2.807 1.552
H 1.769 1.196 0.220
H 1.243 0.011 2.506
H -0.151 -0.696 1.742
H 1.555 -1.448 0.145
H -1.134 0.322 0.016
H -0.444 1.687 -1.013
H -2.231 -1.510 -2.464
*
```

These are the Mulliken partial charges, in e, on atoms 1 to 4: number 1, C, carries -0.9156; number 2, N, carries -0.4024; number 3, C, carries 0.0679; number 4, C, carries -0.5519

---

Stability, lowest: *i*

---

*i*
The following is a DFT calculation (the ωB97M-V functional and the def2-TZVPD basis) of CHF3NO2S as an isolated structure.

Computed properties:
molar mass	148.085	g mol⁻¹
HOMO	-5.04	eV

ORCA input file:
```
! RIJCOSX wB97M-V def2-TZVPD def2/J DEFGRID3
* xyz -1 1
C -2.588 -0.258 0.032
N 0.329 0.526 0.713
O -0.471 1.284 -1.437
O -1.412 2.390 0.621
F -3.327 -0.277 1.197
F -3.445 0.129 -0.965
F -2.228 -1.539 -0.186
S -0.787 1.218 -0.017
H 0.444 0.518 1.714
*
```

These are the Mulliken partial charges, in e, on atoms 1 to 4: number 1, C, carries 0.3839; number 2, N, carries -0.6081; number 3, O, carries -0.6107; number 4, O, carries -0.6337

---

*ii*
The following is a DFT calculation (the ωB97M-V functional and the def2-TZVPD basis) of a 2-piece molecular cluster, CHF3NO2S overall.

Computed properties:
molar mass	148.085	g mol⁻¹
HOMO	-4.54	eV

ORCA input file:
```
! RIJCOSX wB97M-V def2-TZVPD def2/J DEFGRID3
* xyz -1 1
C 1.484 0.040 0.039
N -1.086 -0.976 0.694
O -3.358 -0.469 -0.380
O -1.622 1.381 -0.337
F 2.593 -0.760 0.185
F 1.585 0.366 -1.208
F 1.665 1.128 0.724
S -1.966 -0.056 -0.049
H 0.705 -0.653 0.333
*
```

These are the Mulliken partial charges, in e, on atoms 1 to 4: number 1, C, carries 0.5574; number 2, N, carries -0.6017; number 3, O, carries -0.5521; number 4, O, carries -0.5450

---

*iii*
The following is a DFT calculation (the ωB97M-V functional and the def2-TZVPD basis) of a 2-piece molecular cluster, CHF3NO2S overall.

Computed properties:
molar mass	148.085	g mol⁻¹
HOMO (alpha / beta)	-5.23 / -3.33	eV

ORCA input file:
```
! RIJCOSX wB97M-V def2-TZVPD def2/J DEFGRID3
* xyz -1 1
C -2.001 -0.742 0.199
N 0.480 -0.289 -0.122
O 2.187 -1.992 -0.897
O 2.466 -0.802 1.310
F -2.722 -0.154 1.240
F -2.784 -0.530 -0.897
F -2.083 -2.136 0.401
S 1.911 -0.847 -0.072
H 0.234 0.209 0.826
*
```

These are the Mulliken partial charges, in e, on atoms 1 to 4: number 1, C, carries 0.3261; number 2, N, carries -0.4174; number 3, O, carries -0.5078; number 4, O, carries -0.5863

---

Stability, lowest: *iii*

---

*i*
The following is a DFT calculation (the ωB97M-V functional and the def2-TZVPD basis) of an isolated ion of composition C4H10NO and charge +1.

Computed properties:
molar mass	88.130	g mol⁻¹
HOMO	-14.47	eV
SMILES string	CC[C@H]([NH3+])C=O

ORCA input file:
```
! RIJCOSX wB97M-V def2-TZVPD def2/J DEFGRID3
* xyz 1 1
C -1.631 0.372 1.293
C -0.317 1.045 0.743
C 0.641 0.050 0.022
N 1.727 0.767 -0.732
C -0.336 -0.777 -0.820
O -0.269 -1.967 -0.645
H -2.399 0.199 0.473
H -1.351 -0.596 1.740
H -2.045 0.892 2.160
H -0.495 1.833 0.092
H 0.283 1.449 1.685
H 1.112 -0.634 0.749
H 1.253 1.644 -1.141
H 2.261 0.329 -1.460
H 2.370 1.296 -0.017
H -1.068 -0.182 -1.425
*
```

These are the Mulliken partial charges, in e, on atoms 1 to 4: number 1, C, carries -1.1426; number 2, C, carries -0.7590; number 3, C, carries 0.0364; number 4, N, carries -0.3031

---

*ii*
The following is a DFT calculation (the ωB97M-V functional and the def2-TZVPD basis) of a 2-piece molecular cluster, C4H10NO overall.

Computed properties:
molar mass	88.130	g mol⁻¹
HOMO	-13.81	eV

ORCA input file:
```
! RIJCOSX wB97M-V def2-TZVPD def2/J DEFGRID3
* xyz 1 1
C 1.034 -0.922 0.735
C 0.422 -0.683 -0.670
C -0.992 -1.298 -0.860
C -1.611 -0.794 0.482
O -2.263 -1.354 1.294
N 0.773 2.994 -0.038
H 0.489 -1.722 1.243
H 1.034 -0.098 1.494
H 2.073 -1.307 0.576
H 1.052 -1.060 -1.497
H -1.049 -2.379 -0.956
H -1.587 -0.609 -1.491
H -1.202 0.221 0.694
H 1.381 3.438 -0.719
H 0.525 2.043 -0.326
H -0.078 3.529 0.039
*
```

These are the Mulliken partial charges, in e, on atoms 1 to 4: number 1, C, carries -0.8881; number 2, C, carries 0.0104; number 3, C, carries -0.2755; number 4, C, carries -0.1829

---

*iii*
The following is a DFT calculation (the ωB97M-V functional and the def2-TZVPD basis) of an isolated ion of composition C4H10NO and charge +1.

Computed properties:
molar mass	88.130	g mol⁻¹
HOMO	-15.38	eV
SMILES string	C[N+](C)=CCO

ORCA input file:
```
! RIJCOSX wB97M-V def2-TZVPD def2/J DEFGRID3
* xyz 1 1
C -0.980 0.620 1.755
N -0.200 0.161 0.632
C 1.220 0.144 0.870
C -0.772 -0.153 -0.455
C -0.158 -0.479 -1.928
O 1.190 -0.801 -1.872
H -0.732 0.050 2.650
H -2.048 0.538 1.564
H -0.747 1.668 1.950
H 1.762 -0.193 -0.009
H 1.434 -0.521 1.708
H 1.550 1.145 1.147
H -1.853 -0.101 -0.511
H -0.781 -1.286 -2.327
H -0.354 0.447 -2.488
H 1.469 -1.239 -2.685
*
```

These are the Mulliken partial charges, in e, on atoms 1 to 4: number 1, C, carries -0.8209; number 2, N, carries 0.0637; number 3, C, carries -0.8365; number 4, C, carries 0.2412

---

*iv*
The following is a DFT calculation (the ωB97M-V functional and the def2-TZVPD basis) of an isolated ion of composition C4H10NO and charge +1.

Computed properties:
molar mass	88.130	g mol⁻¹
HOMO (alpha / beta)	-14.31 / -13.14	eV

ORCA input file:
```
! RIJCOSX wB97M-V def2-TZVPD def2/J DEFGRID3
* xyz 1 1
C -0.953 -0.196 0.173
C -1.788 -1.358 0.188
C -1.234 1.218 0.162
C 2.875 -0.210 -0.022
N 1.623 0.337 0.440
O 0.646 -0.565 0.391
H -2.233 -1.502 -0.805
H -2.626 -1.216 0.879
H -1.226 -2.254 0.445
H -0.581 1.771 -0.526
H -1.065 1.653 1.156
H -2.273 1.394 -0.113
H 2.949 -0.220 -1.114
H 3.684 0.382 0.398
H 2.951 -1.234 0.343
H 1.388 1.281 0.145
*
```

These are the Mulliken partial charges, in e, on atoms 1 to 4: number 1, C, carries 0.9134; number 2, C, carries -1.0115; number 3, C, carries -1.2501; number 4, C, carries -0.7290

---

Stability, lowest: *ii*